1.
DFT (ωB97M-V/def2-TZVPD) results for a structure of composition C57H44BrF5N2O3P3Y in a non-equilibrium geometry.

Summary:
Spin multiplicity: 1
Total charge: +2
E_LUMO (hartree): -0.197
HOMO level (Eh): -0.490
ΔE to the lowest compared entry with this formula, charge and spin (kJ/mol): 136.3

Geometry as XYZ:
```
116
Properties=species:S:1:pos:R:3:forces:R:3
Y 0.652 -0.619 0.411 3.0 1.2 0.0
C -6.237 -2.293 2.600 0.1 0.1 0.1
C -5.833 -0.887 3.035 -0.9 -0.2 0.2
C -6.897 0.131 2.635 0.2 0.1 0.3
C -6.535 1.497 3.191 -0.2 -0.1 -0.1
C -5.162 1.874 2.737 0.0 0.2 0.0
C -4.806 3.203 2.654 0.1 -0.3 -0.1
C -3.530 3.564 2.229 0.3 -0.4 -0.1
F -3.213 4.860 2.162 -0.1 0.0 0.0
C -2.597 2.622 1.882 -0.2 0.3 0.1
C -2.930 1.264 1.972 0.0 -0.1 0.2
C -1.927 0.272 1.669 -1.7 -0.5 0.6
O -0.743 0.614 1.317 -0.5 0.6 0.7
C -2.316 -1.079 1.827 0.7 0.5 -0.1
C -3.588 -1.387 2.248 0.2 0.1 0.1
N -4.522 -0.469 2.504 0.4 -0.4 -0.1
C -4.223 0.873 2.397 0.6 0.6 -0.1
C -1.252 -2.152 1.619 -1.5 -0.8 1.6
O -1.003 -2.964 2.484 -0.2 0.2 -0.2
O -0.626 -2.075 0.489 -1.7 -2.1 -0.7
H -7.289 -2.429 2.841 0.0 0.0 0.0
H -5.687 -3.065 3.132 0.0 -0.1 0.0
H -6.117 -2.434 1.528 0.0 0.0 -0.1
H -5.746 -0.872 4.130 0.0 0.0 -0.1
H -7.858 -0.187 3.035 0.0 -0.1 0.0
H -6.981 0.181 1.549 0.0 -0.1 -0.1
H -6.561 1.478 4.286 -0.1 0.0 0.0
H -7.251 2.251 2.865 0.0 0.0 0.0
H -5.512 3.973 2.924 -0.1 0.1 0.0
H -1.613 2.911 1.555 0.2 0.0 0.0
H -3.852 -2.423 2.393 -0.1 0.0 0.0
F 5.913 -3.152 5.271 -0.1 0.0 -0.1
C 5.176 -2.995 4.190 -0.2 0.0 -0.4
C 5.531 -3.625 2.994 -0.3 0.2 0.0
F 6.608 -4.385 2.928 -0.1 0.0 0.1
C 4.730 -3.439 1.869 -0.2 0.2 0.2
F 5.035 -4.062 0.736 0.3 -0.2 0.2
C 3.600 -2.623 1.885 -0.1 0.0 0.0
P 2.680 -2.377 0.309 2.0 -1.3 0.5
C 4.042 -1.852 -0.785 -0.4 0.1 -0.1
C 4.416 -0.514 -0.636 -0.2 -0.1 0.1
C 5.473 -0.003 -1.364 0.1 0.0 0.0
C 6.144 -0.819 -2.263 -0.1 0.1 0.1
C 5.752 -2.137 -2.435 0.0 -0.1 -0.1
C 4.705 -2.664 -1.699 -0.1 0.1 0.1
C 2.166 -4.056 -0.109 -0.2 0.1 -0.1
C 1.922 -5.003 0.884 0.1 0.1 -0.1
C 1.462 -6.257 0.525 0.0 0.0 0.0
C 1.241 -6.565 -0.807 0.0 0.0 0.0
C 1.435 -5.605 -1.788 -0.1 0.0 -0.1
C 1.875 -4.341 -1.442 0.0 0.1 0.2
C 3.256 -2.013 3.089 0.2 -0.1 0.0
Br 1.681 -0.916 3.226 0.5 -0.2 0.2
C 4.029 -2.197 4.233 -0.2 0.1 -0.4
F 3.685 -1.604 5.365 0.1 0.0 0.2
H 3.885 0.120 0.078 0.1 0.0 -0.1
H 5.770 1.026 -1.234 0.0 0.1 0.0
H 6.975 -0.427 -2.827 0.1 0.0 -0.1
H 6.274 -2.766 -3.139 0.1 -0.1 -0.1
H 4.425 -3.701 -1.818 0.0 0.0 0.0
H 2.083 -4.766 1.927 0.0 0.0 0.0
H 1.272 -6.995 1.290 0.0 -0.1 0.1
H 0.904 -7.553 -1.083 0.0 -0.1 0.0
H 1.238 -5.838 -2.823 0.0 0.0 -0.1
H 2.003 -3.574 -2.199 0.0 -0.1 -0.1
C 0.084 2.856 -2.675 -0.2 0.4 -0.1
N 0.131 1.876 -1.587 0.4 -0.6 0.1
P 1.375 1.906 -0.383 -0.1 2.0 -0.9
C 2.770 2.704 -1.231 0.0 -0.3 0.2
C 3.442 3.767 -0.635 -0.1 -0.1 0.0
C 4.504 4.362 -1.290 0.1 0.1 0.0
C 4.901 3.898 -2.534 0.0 0.0 0.0
C 4.254 2.816 -3.116 0.0 0.0 -0.1
C 3.199 2.209 -2.462 -0.1 0.1 0.1
C 0.898 3.176 0.834 0.2 -0.4 0.0
C 1.218 2.900 2.163 -0.1 0.0 -0.3
C 0.896 3.804 3.159 0.0 0.0 0.1
C 0.248 4.987 2.837 0.0 -0.1 0.0
C -0.056 5.273 1.514 0.0 0.0 -0.1
C 0.270 4.376 0.510 0.1 -0.1 0.0
P -0.536 0.300 -1.815 -0.7 1.4 -1.4
C -0.486 0.041 -3.612 0.1 -0.3 0.4
C -1.551 0.398 -4.432 0.1 0.0 0.1
C -1.450 0.214 -5.799 -0.1 0.0 -0.1
C -0.296 -0.325 -6.347 0.0 0.0 0.0
C 0.760 -0.694 -5.529 0.1 0.0 -0.1
C 0.667 -0.518 -4.161 0.0 0.0 0.2
C -2.323 0.405 -1.477 0.3 -0.3 0.1
C -3.044 1.562 -1.213 0.1 -0.1 -0.1
C -4.393 1.464 -0.910 -0.1 0.0 -0.1
C -5.016 0.227 -0.871 0.0 0.0 -0.1
C -4.294 -0.932 -1.121 -0.1 0.0 0.0
C -2.948 -0.842 -1.415 0.1 0.1 -0.1
H 0.696 3.717 -2.408 -0.1 0.0 -0.1
H -0.941 3.190 -2.848 0.0 0.0 0.0
H 0.479 2.440 -3.607 -0.1 0.1 0.1
H 3.127 4.134 0.332 0.0 0.1 0.0
H 5.014 5.195 -0.831 0.1 0.1 0.0
H 5.718 4.375 -3.049 0.1 0.1 -0.1
H 4.576 2.451 -4.079 0.0 0.0 -0.1
H 2.697 1.358 -2.909 0.0 0.0 -0.1
H 1.722 1.970 2.408 0.0 0.1 0.1
H 1.151 3.584 4.184 0.0 0.0 0.1
H -0.025 5.683 3.616 0.0 0.1 0.0
H -0.552 6.197 1.260 -0.1 0.1 0.0
H 0.033 4.610 -0.516 -0.1 0.1 -0.1
H -2.450 0.811 -3.997 -0.1 0.0 0.0
H -2.275 0.493 -6.436 -0.1 0.0 -0.1
H -0.226 -0.464 -7.415 0.0 0.0 -0.1
H 1.651 -1.121 -5.964 0.1 -0.1 0.0
H 1.480 -0.819 -3.504 0.0 0.0 -0.1
H -2.566 2.531 -1.244 0.1 0.1 0.1
H -4.959 2.358 -0.701 -0.1 0.1 0.0
H -6.074 0.169 -0.667 -0.1 0.0 0.1
H -4.779 -1.895 -1.078 -0.1 -0.1 0.0
H -2.360 -1.735 -1.600 -0.1 -0.1 0.0
```
Positions in Å, forces in eV/Å.

Mulliken population analysis, charges in e, atoms 1 to 5: atom 1 (Y): -0.473, atom 2 (C): -1.789, atom 3 (C): 0.505, atom 4 (C): -0.685, atom 5 (C): -1.295


2.
DFT (ωB97M-V/def2-TZVPD) results for an isolated molecule of C6H11NO in a non-equilibrium geometry.

Summary:
Spin multiplicity: 1
SMILES: C=C[C@@H](O)CN1CC1
E_LUMO (hartree): 0.039
HOMO level (Eh): -0.341
ΔE to the lowest compared entry with this formula, charge and spin (kJ/mol): 282.3

Geometry as XYZ:
```
19
Properties=species:S:1:pos:R:3:forces:R:3
O 1.518 -1.109 0.901 0.3 0.0 0.1
C -0.153 0.216 2.740 0.9 1.7 -2.6
C 0.341 0.863 1.613 -1.0 -1.6 2.6
N -0.162 -0.657 -1.029 -1.0 -0.3 0.2
C 1.343 0.275 0.644 -0.9 -0.9 0.2
C 0.845 0.353 -0.796 0.3 1.0 -0.9
C -1.566 -0.228 -0.966 0.9 -0.3 -2.3
C -0.865 -0.684 -2.306 -0.3 1.0 1.5
H 0.791 -1.531 0.386 0.5 0.2 0.3
H 0.128 -0.796 3.015 0.1 0.2 -0.2
H -0.865 0.742 3.374 0.1 -0.1 -0.1
H -0.011 1.863 1.385 0.0 0.1 0.1
H 2.288 0.822 0.739 0.0 -0.3 0.0
H 1.686 0.167 -1.490 -0.3 -0.1 0.4
H 0.462 1.366 -1.024 0.1 -0.1 0.0
H -2.350 -0.882 -0.636 0.2 -0.4 0.6
H -1.787 0.831 -0.797 0.3 -0.2 -0.3
H -0.626 0.076 -3.054 0.0 -0.1 0.3
H -1.016 -1.687 -2.701 -0.2 0.3 0.1
```
Positions in Å, forces in eV/Å.

Mulliken population analysis, charges in e, atoms 1 to 5: atom 1 (O): -0.618, atom 2 (C): -0.815, atom 3 (C): -0.393, atom 4 (N): -0.235, atom 5 (C): 0.212


3.
DFT (ωB97M-V/def2-TZVPD) results for a cluster of 3 separate species, C19H32ClF3NO10S in total in a non-equilibrium geometry.

Summary:
Spin multiplicity: 1
Total charge: +1
E_LUMO (hartree): -0.211
HOMO level (Eh): -0.405
ΔE to the lowest compared entry with this formula, charge and spin (kJ/mol): 0.0

Geometry as XYZ:
```
67
Properties=species:S:1:pos:R:3:forces:R:3
O 0.361 -1.094 7.925 -0.2 0.1 -0.7
C 0.102 -0.938 6.767 0.0 -0.1 0.5
O -1.150 -0.799 6.294 0.3 0.0 0.3
C 1.217 -0.965 5.743 -0.1 0.1 -0.3
C 2.389 -0.246 5.985 -0.4 -0.1 0.3
C 3.384 -0.290 5.066 0.2 0.0 0.0
N 3.261 -1.035 3.933 -0.3 -0.1 0.2
S 4.655 -0.967 2.836 1.2 -0.1 -0.5
O 5.678 -0.360 3.603 -0.3 0.3 0.2
O 4.834 -2.224 2.222 -0.4 -0.1 0.0
C 4.030 0.300 1.575 -0.3 -0.3 0.2
F 3.939 -0.289 0.418 0.1 -0.2 -0.3
F 4.869 1.292 1.555 0.3 0.3 0.0
F 2.836 0.716 1.971 -0.3 0.2 0.1
C 2.128 -1.745 3.673 0.3 0.2 0.0
Cl 1.957 -2.593 2.236 -0.2 -0.1 -0.3
C 1.095 -1.716 4.583 -0.2 0.2 0.5
H -1.177 -0.391 5.420 0.0 -0.1 -0.1
H 2.509 0.331 6.889 0.0 0.0 0.0
H 4.308 0.254 5.195 0.1 -0.1 -0.1
H 0.199 -2.284 4.380 0.0 -0.1 -0.1
C -2.245 -5.728 -3.562 -0.1 0.1 0.0
O -1.996 -4.453 -3.009 0.2 -0.1 0.1
C -2.309 -4.368 -1.634 -0.1 0.0 -0.2
C -1.418 -3.369 -0.934 -0.1 0.1 0.1
O -0.088 -3.821 -0.710 0.1 0.1 0.1
C 0.786 -3.884 -1.830 0.1 -0.1 0.0
C 1.239 -2.538 -2.347 0.0 0.0 -0.2
O 0.225 -1.902 -3.092 -0.1 0.0 0.2
C 0.324 -0.494 -3.067 0.0 -0.1 -0.1
H -3.316 -5.960 -3.569 0.0 0.0 0.0
H -1.881 -5.713 -4.587 0.0 0.0 0.0
H -1.712 -6.510 -3.009 0.0 0.0 0.0
H -2.203 -5.347 -1.152 0.0 0.0 0.0
H -3.351 -4.038 -1.522 0.0 -0.1 0.1
H -1.832 -3.215 0.066 0.0 0.0 0.0
H -1.429 -2.408 -1.451 0.0 -0.1 -0.1
H 0.357 -4.484 -2.633 -0.1 0.1 -0.1
H 1.674 -4.404 -1.461 0.0 0.0 0.0
H 2.117 -2.692 -2.990 0.1 0.0 0.1
H 1.538 -1.908 -1.497 0.0 0.0 0.0
H 0.327 -0.115 -2.038 0.0 0.0 0.0
H -0.551 -0.094 -3.574 0.0 0.0 0.0
H 1.226 -0.148 -3.585 0.0 0.0 0.0
C -3.076 3.910 1.205 0.0 0.1 0.0
O -2.127 4.311 0.245 -0.1 -0.2 -0.2
C -0.887 3.649 0.364 0.0 0.2 0.1
C -0.206 3.502 -0.978 0.1 0.0 -0.1
O -0.764 2.505 -1.815 0.0 -0.1 0.0
C -2.014 2.781 -2.438 -0.1 -0.1 0.0
C -1.953 3.814 -3.537 -0.1 0.1 0.0
O -1.864 5.121 -3.001 0.2 -0.1 0.1
C -1.221 6.031 -3.867 -0.1 0.0 0.0
H -2.774 4.204 2.218 0.0 0.0 0.0
H -4.014 4.403 0.962 0.0 0.0 0.0
H -3.233 2.825 1.177 0.0 0.0 0.0
H -1.024 2.653 0.807 0.0 0.0 0.0
H -0.231 4.238 1.023 0.1 -0.1 0.1
H 0.815 3.162 -0.785 0.0 0.0 0.0
H -0.142 4.466 -1.487 -0.1 0.0 0.0
H -2.774 3.044 -1.701 0.0 0.1 0.0
H -2.307 1.834 -2.897 0.0 0.0 0.0
H -2.870 3.735 -4.136 0.1 -0.1 -0.1
H -1.095 3.604 -4.186 0.0 0.0 0.0
H -0.224 5.672 -4.148 0.0 0.0 0.0
H -1.116 6.971 -3.330 0.0 0.0 0.0
H -1.807 6.203 -4.776 0.0 0.0 0.0
```
Positions in Å, forces in eV/Å.

Mulliken population analysis, charges in e, atoms 1 to 5: atom 1 (O): -0.439, atom 2 (C): 0.321, atom 3 (O): -0.433, atom 4 (C): 0.507, atom 5 (C): -0.871


4.
DFT (ωB97M-V/def2-TZVPD) results for an isolated molecule of C4H3FOS in a non-equilibrium geometry.

Summary:
Spin multiplicity: 1
SMILES: FSc1ccco1
E_LUMO (hartree): -0.004
HOMO level (Eh): -0.333
ΔE to the lowest compared entry with this formula, charge and spin (kJ/mol): 111.1

Geometry as XYZ:
```
10
Properties=species:S:1:pos:R:3:forces:R:3
C 1.391 0.198 -0.091 -0.9 -0.2 0.4
C 0.092 0.860 -0.312 2.2 -0.7 0.0
C 1.113 -1.071 0.268 -0.1 1.6 -0.9
C -0.776 -0.150 -0.109 -4.3 0.6 -0.9
O -0.222 -1.316 0.205 0.5 -0.6 0.7
F -3.160 1.112 0.535 0.3 -1.4 -0.8
S -2.775 -0.279 -0.338 3.2 1.8 1.3
H 2.430 0.492 -0.131 -0.3 0.7 -0.1
H 0.053 1.901 -0.579 -0.8 -0.1 -0.1
H 1.853 -1.747 0.552 0.3 -1.7 0.4
```
Positions in Å, forces in eV/Å.

Mulliken population analysis, charges in e, atoms 1 to 5: atom 1 (C): -0.160, atom 2 (C): -0.251, atom 3 (C): -0.308, atom 4 (C): -0.111, atom 5 (O): -0.274


What did we get for frontier orbital gap? Answer: 8.0 10.4 5.3 8.9 eV, in the order shown.